(1)
The following is a DFT calculation (ωB97M-V with the def2-TZVPD basis set) of a cluster of 2 separate species, C17H18N2O3S in total at a distorted geometry.

## Properties
- 2S+1 = 1
- calculated total energy (eV) = -37870.86606
- HOMO energy (eV) = -7.5
- F_max (eV/Å) = 5.0
- orbital gap (eV) = 7.73
- energy relative to the best compared isomer or geometry (same formula, charge and spin) (eV) = 9.4632

Geometry (Å):
1 O 3.4753 1.6606 2.3678
2 C 3.4753 1.5156 1.1279
3 O 4.6768 1.5162 0.3592
4 C 2.1000 1.2771 0.3005
5 N 0.9745 1.5855 1.2300
6 C 0.1401 0.4168 1.5061
7 C 0.8880 -0.8113 2.1555
8 C 0.1993 -2.1539 2.4786
9 C -1.3046 -2.3221 2.1464
10 C -2.0961 -1.1377 1.5329
11 C -1.3580 0.1993 1.2126
12 S -2.3533 1.5316 0.4333
13 C -1.2014 2.9595 0.3679
14 C -1.7657 4.3255 -0.1346
15 C -0.8755 5.6077 -0.2810
16 C 0.6128 5.4468 0.1569
17 C 1.1642 4.0878 0.6604
18 C 0.2753 2.7891 0.7812
19 H 4.5584 2.2063 -0.3388
20 H 2.1206 0.1790 -0.0486
21 H 2.0837 1.9014 -0.6731
22 H 2.0047 -0.7073 2.4001
23 H 0.8635 -2.9850 2.9194
24 H -1.7894 -3.3274 2.3723
25 H -3.2201 -1.2841 1.3282
26 H -2.8666 4.4711 -0.4392
27 H -1.3090 6.5875 -0.6854
28 H 1.3470 6.3294 0.0800
29 H 2.2720 4.0560 0.9458
30 C -1.8680 -4.4998 -3.1251
31 N -0.9693 -3.9054 -2.1578
32 C -1.3136 -2.6220 -1.5747
33 C 0.1908 -4.5138 -1.7771
34 O 0.9869 -4.0687 -0.9718
35 H -1.9743 -3.8221 -3.9764
36 H -2.8437 -4.6548 -2.6571
37 H -1.4843 -5.4586 -3.4774
38 H -0.5225 -1.9029 -1.8020
39 H -1.3872 -2.7301 -0.4911
40 H -2.2631 -2.2616 -1.9732
41 H 0.3562 -5.4811 -2.2787

(2)
The following is a DFT calculation (ωB97M-V with the def2-TZVPD basis set) of a structure of composition C4H5NO at a distorted geometry.

## Properties
- 2S+1 = 1
- calculated total energy (eV) = -7758.63428
- HOMO energy (eV) = -9.4
- F_max (eV/Å) = 10.3
- orbital gap (eV) = 9.32
- energy relative to the best compared isomer or geometry (same formula, charge and spin) (eV) = 7.8922

Geometry (Å):
1 C -1.1065 -0.3342 -0.5921
2 C -0.2040 1.1060 -0.5718
3 C 1.0207 0.9428 0.3270
4 C 2.1015 0.3174 0.8937
5 H -0.8997 -2.3663 0.0367
6 H 0.5416 -1.3036 0.4643
7 H -0.9772 1.8167 -0.4645
8 H 0.1210 1.2281 -1.5723
9 H 2.3434 0.0196 2.1827
10 N -0.8501 -1.0589 0.5289
11 O -2.0909 -0.3675 -1.2327

(3)
The following is a DFT calculation (ωB97M-V with the def2-TZVPD basis set) of a cluster of 2 separate species, C5H8O in total at a distorted geometry.

## Properties
- 2S+1 = 1
- calculated total energy (eV) = -7357.30974
- HOMO energy (spin up / spin down) (eV) = -7.8 / -7.6
- F_max (eV/Å) = 4.8
- orbital gap (spin up / spin down) (eV) = 8.37 / 8.11
- energy relative to the best compared isomer or geometry (same formula, charge and spin) (eV) = 4.9455

Geometry (Å):
1 C 1.6872 -0.4094 0.2129
2 C 0.4623 -0.7798 0.3158
3 C -1.1668 0.8959 -0.7482
4 C -0.2042 -2.1248 0.4754
5 C -0.6350 2.1779 -0.4251
6 O -2.2069 0.4969 -1.0782
7 H 2.5167 -0.8508 0.7095
8 H 1.8945 0.5718 0.0567
9 H -0.4948 -2.5448 -0.4520
10 H -1.1037 -1.9713 1.1124
11 H 0.3513 -2.8941 1.0116
12 H -0.1439 2.0040 0.4790
13 H -1.2119 2.9962 -0.5531
14 H 0.2551 2.4322 -1.1167

(4)
The following is a DFT calculation (ωB97M-V with the def2-TZVPD basis set) of a structure of composition C9H4F9NO2SSeZr at a distorted geometry.

## Properties
- 2S+1 = 2
- calculated total energy (eV) = -116905.38840
- HOMO energy (spin up / spin down) (eV) = -3.2 / -3.9
- F_max (eV/Å) = 3.3
- orbital gap (spin up / spin down) (eV) = 6.31 / 6.69
- net charge = -1
- energy relative to the best compared isomer or geometry (same formula, charge and spin) (eV) = 0.9627

Geometry (Å):
1 Zr -0.4961 0.2944 -0.0312
2 O 0.6238 -1.0980 -0.7704
3 N -0.2861 -0.9179 -1.8754
4 C 0.3603 -0.7184 -3.1104
5 C -0.0899 -1.3410 -4.2184
6 C -1.2430 -2.1666 -4.1714
7 C -1.9664 -2.2353 -2.9744
8 C -1.5320 -1.5996 -1.8422
9 S -2.4385 -1.3265 -0.3738
10 H 1.2081 -0.0565 -3.0703
11 H 0.4301 -1.1670 -5.1527
12 H -1.5866 -2.6875 -5.0554
13 H -2.9203 -2.7459 -2.9235
14 Se -0.7046 2.2806 -1.4396
15 F 1.5770 -0.5312 4.1316
16 C 0.7948 0.5354 3.9811
17 F 1.4105 1.5578 4.5742
18 F -0.3355 0.2970 4.6354
19 C 0.4919 0.8035 2.4782
20 O -0.3106 -0.1686 1.9611
21 C -0.2519 2.2289 2.3400
22 F -1.4132 1.9963 1.6784
23 F -0.6099 2.7817 3.5040
24 F 0.4667 3.1341 1.6925
25 C 1.8942 0.7448 1.7104
26 F 2.2554 -0.5221 1.5803
27 F 1.7766 1.2343 0.4390
28 F 2.8951 1.3933 2.3029

(5)
The following is a DFT calculation (ωB97M-V with the def2-TZVPD basis set) of an isolated molecule of C7H7IO2 at a distorted geometry.

## Properties
- 2S+1 = 1
- calculated total energy (eV) = -19562.91807
- HOMO energy (eV) = -8.4
- F_max (eV/Å) = 5.0
- orbital gap (eV) = 6.55
- energy relative to the best compared isomer or geometry (same formula, charge and spin) (eV) = 4.8431

Geometry (Å):
1 C -2.0829 -2.1745 0.6659
2 C 0.3676 0.5692 -0.6831
3 C 1.2433 -0.5294 -1.2750
4 C -0.7840 -0.2710 1.7477
5 C -1.6627 -0.6297 0.6435
6 C -0.1453 -0.4616 0.3536
7 C 0.8744 -1.3901 -0.1058
8 O -3.2136 -2.1899 1.0745
9 O -1.3037 -3.0322 0.2897
10 I 1.7594 -2.9487 0.8710
11 H 0.7722 1.3314 -0.1130
12 H -0.5540 0.8410 -1.4173
13 H 0.9615 -1.0135 -2.1459
14 H 2.2988 -0.4657 -1.3223
15 H -0.8756 0.7862 2.2304
16 H -0.5594 -1.0132 2.3739
17 H -2.2965 0.0622 0.2693

(6)
The following is a DFT calculation (ωB97M-V with the def2-TZVPD basis set) of a structure of composition C7H3NO4SY at a distorted geometry.

## Properties
- 2S+1 = 1
- calculated total energy (eV) = -28832.35414
- HOMO energy (eV) = -21.5
- F_max (eV/Å) = 9.4
- orbital gap (eV) = 6.98
- net charge = +3

Geometry (Å):
1 O -2.8341 1.4643 -1.0969
2 C -1.8408 1.0011 -0.8051
3 Y -0.2321 -0.3957 0.1980
4 O 0.9137 2.8414 1.3786
5 C 0.6001 1.8573 0.8960
6 C 0.5558 -0.4363 -2.0478
7 O 0.8621 -0.6600 -3.1286
8 C 1.8879 -0.9574 0.7273
9 O 2.8788 -1.4322 1.0890
10 S -2.9826 -0.9026 3.7785
11 C -3.5376 -1.7974 2.3463
12 C -2.7418 -1.5878 1.2584
13 N -1.7034 -0.7375 1.6787
14 C -1.6782 -0.2284 2.9474
15 H -4.3794 -2.4322 2.3119
16 H -2.7710 -1.9434 0.2193
17 H -0.9083 0.4496 3.2747

- Which value of F_max does entry 4 give?
  3.3 eV/Å

Please write out number 3 again, unchanged.
The following is a DFT calculation (ωB97M-V with the def2-TZVPD basis set) of a cluster of 2 separate species, C5H8O in total at a distorted geometry.

## Properties
- 2S+1 = 1
- calculated total energy (eV) = -7357.30974
- HOMO energy (spin up / spin down) (eV) = -7.8 / -7.6
- F_max (eV/Å) = 4.8
- orbital gap (spin up / spin down) (eV) = 8.37 / 8.11
- energy relative to the best compared isomer or geometry (same formula, charge and spin) (eV) = 4.9455

Geometry (Å):
1 C 1.6872 -0.4094 0.2129
2 C 0.4623 -0.7798 0.3158
3 C -1.1668 0.8959 -0.7482
4 C -0.2042 -2.1248 0.4754
5 C -0.6350 2.1779 -0.4251
6 O -2.2069 0.4969 -1.0782
7 H 2.5167 -0.8508 0.7095
8 H 1.8945 0.5718 0.0567
9 H -0.4948 -2.5448 -0.4520
10 H -1.1037 -1.9713 1.1124
11 H 0.3513 -2.8941 1.0116
12 H -0.1439 2.0040 0.4790
13 H -1.2119 2.9962 -0.5531
14 H 0.2551 2.4322 -1.1167

- The highest 2S+1 belongs to which entry?
  C9H4F9NO2SSeZr

- Which value of calculated total energy does entry 1 give?
  -37870.86606 eV